*A*
Computed, not measured: a 2-piece molecular cluster, C2H9N2O overall, with the ωB97M-V functional and the def2-TZVPD basis.

Values from the calculation:
- Kohn-Sham gap: 11.6 eV
- Net charge: +1

XYZ file:
```
14
C2H9N2O, DFT the ωB97M-V functional and the def2-TZVPD basis
C 0.093 -1.451 -0.452
N 0.229 -0.058 0.055
C 0.589 0.032 1.317
N 0.990 1.155 1.883
H -0.944 -1.686 -0.681
H 0.517 -2.077 0.305
H 0.713 -1.509 -1.371
H -0.102 0.783 -0.407
H 0.766 -0.911 1.844
H 1.098 2.071 1.482
H 1.026 1.278 2.884
H -2.391 0.870 -1.991
H -1.153 0.662 -2.886
O -1.430 0.839 -1.982
```

=====

*B*
Computed, not measured: a 2-piece molecular cluster, C2H9N2O overall, with the ωB97M-V functional and the def2-TZVPD basis.

Values from the calculation:
- Kohn-Sham gap: 5.8 eV
- Net charge: +1

XYZ file:
```
14
C2H9N2O, DFT the ωB97M-V functional and the def2-TZVPD basis
C -2.077 -0.279 0.500
C -0.676 0.210 0.690
N -0.148 1.374 -0.006
N -2.193 -1.131 -0.650
H -2.856 0.404 0.659
H -0.060 -0.605 0.257
H -0.061 1.208 -1.052
H -0.911 2.053 0.137
H -0.305 0.241 1.833
H -2.506 -2.042 -0.277
H -3.001 -0.808 -1.127
H 4.848 0.252 0.248
H 3.694 -0.902 -0.047
O 4.258 -0.136 -0.397
```

=====

*C*
Computed, not measured: a 2-piece molecular cluster, C2H9N2O overall, with the ωB97M-V functional and the def2-TZVPD basis.

Values from the calculation:
- Kohn-Sham gap: 10.6 eV
- Net charge: +1

XYZ file:
```
14
C2H9N2O, DFT the ωB97M-V functional and the def2-TZVPD basis
C -1.491 0.041 -1.252
N 0.324 -0.635 1.667
C -0.769 -0.223 1.061
N -0.470 0.323 -0.217
H -1.268 0.461 -2.298
H -2.578 0.517 -1.047
H -1.578 -0.995 -1.310
H 1.075 -0.649 0.989
H 0.347 -0.902 2.627
H -1.740 -0.405 1.460
H 0.519 0.289 -0.622
H 2.991 0.021 -0.364
H 2.422 1.553 -0.436
O 2.217 0.604 -0.256
```

=====

Of all the structures shown, which is most stable? *A*, and *B* is the least stable.